Entry 1:
Formula: C13H24BBrFO7S2
Source: the Open Molecules 2025 dataset
Level of theory: ωB97M-V with the def2-TZVPD basis set

Strongest force on any atom: 10.02 eV/A
Electronic energy: -4531.1335 hartree
LUMO level: -6.92 eV
Multiplicity: 1
HOMO energy: -12.24 eV
Charge: +1

```
49
Properties=species:S:1:pos:R:3:forces:R:3:nbo_charge:R:1
C 2.155629 3.005912 5.084145 0.56 -0.05 -0.50 -0.62
C 1.451194 3.463318 3.669985 0.53 0.52 -0.02 -0.82
B 0.023399 4.243396 3.879207 2.37 3.86 -2.86 0.87
O -0.105378 5.682004 3.483631 1.15 -4.52 1.29 -0.83
S -1.572140 3.433606 4.575719 -0.29 -1.32 0.68 0.40
C -1.383378 1.600936 4.794565 -0.18 -2.33 1.40 -0.60
C -0.983946 0.661653 3.568760 -0.42 -1.26 -0.78 -0.27
C -1.038142 1.186512 2.052133 0.02 -1.06 -1.35 -0.72
Br 0.880997 -0.091592 3.923594 -1.30 0.64 0.20 0.04
S -3.157172 3.718493 3.142398 -5.53 7.58 -3.53 1.95
O -2.684330 4.445587 1.862623 -0.73 -4.41 4.48 -0.72
O -4.144778 4.714920 3.865291 4.04 -5.40 -1.89 -0.72
F -3.996509 2.223953 2.829946 2.53 2.95 1.00 -0.42
H 2.642015 3.964797 5.548962 -1.10 -1.92 -0.65 0.23
H 3.030863 2.255467 4.837684 -1.94 1.46 0.62 0.26
H 1.395516 2.504019 5.817732 1.61 0.96 -1.33 0.20
H 2.196485 4.259713 3.183372 -1.67 -1.65 0.93 0.25
H 1.345712 2.608492 2.873263 0.13 1.38 1.75 0.29
H 0.817736 5.964263 3.203317 -1.58 -0.38 0.41 0.52
H -0.593147 1.435015 5.674816 -1.64 0.81 -1.90 0.33
H -2.411322 1.201384 5.253621 2.03 1.37 -1.04 0.31
H -1.675672 -0.312756 3.622018 1.62 2.33 0.06 0.28
H -0.994289 2.327092 1.846751 -0.16 -1.81 0.67 0.21
H -0.120836 0.701255 1.462360 -2.09 1.04 1.44 0.30
H -2.003836 0.722240 1.528433 2.04 1.26 1.18 0.26
O 0.910465 -1.314191 1.166700 -0.88 0.04 -1.50 -0.61
C 0.713123 -1.445623 -0.029946 0.21 -0.29 1.25 0.80
O -0.522208 -1.441667 -0.611437 0.62 0.35 1.21 -0.49
C -0.385915 -1.728400 -2.002475 -0.44 -0.33 -0.90 -0.08
C 1.036849 -1.371238 -2.344672 0.43 0.29 -0.87 -0.43
C 1.771757 -1.679522 -1.064719 0.20 0.27 -0.34 -0.53
H -0.597840 -2.790769 -2.162556 0.10 0.19 0.05 0.21
H -1.104584 -1.133578 -2.573720 -0.04 -0.06 0.31 0.19
H 1.420718 -1.915469 -3.211625 -0.17 0.16 0.30 0.25
H 1.108484 -0.298122 -2.559858 -0.04 -0.10 0.04 0.20
H 2.090496 -2.724618 -1.020075 0.04 0.09 0.09 0.26
H 2.621319 -1.008535 -0.918319 -0.04 -0.34 0.27 0.24
O 0.828823 -3.987558 -3.647981 0.20 -0.42 -1.86 -0.60
C 0.638872 -3.975689 -4.852952 0.56 0.00 1.55 0.80
O 1.577304 -4.318325 -5.783616 -0.37 0.10 1.13 -0.48
C 1.049961 -4.084216 -7.088561 0.21 -0.02 -0.85 -0.07
C -0.446894 -4.095454 -6.920573 -0.70 -0.13 -0.62 -0.43
C -0.627209 -3.544025 -5.528876 -0.43 -0.25 -0.20 -0.53
H 1.420804 -3.118237 -7.447066 0.00 -0.08 0.05 0.18
H 1.389953 -4.869489 -7.770008 0.15 0.15 0.27 0.21
H -0.970734 -3.521843 -7.689802 0.14 -0.12 0.06 0.23
H -0.816614 -5.127426 -6.957372 0.07 0.18 -0.03 0.22
H -0.678639 -2.451703 -5.527467 -0.04 -0.04 0.15 0.24
H -1.502964 -3.973984 -5.037347 0.19 0.32 0.18 0.25
```
Positions in Å, forces in eV/Å.

***

Entry 2:
Formula: C13H24BiI2IrN2O4S2
Source: the Open Molecules 2025 dataset
Level of theory: ωB97M-V with the def2-TZVPD basis set

Strongest force on any atom: 11.96 eV/A
Electronic energy: -2629.1821 hartree
LUMO level (alpha / beta): -14.99 / -16.91 eV
Multiplicity: 5
HOMO energy (alpha / beta): -20.92 / -21.91 eV
Charge: +4
<S²>: 6.044

```
49
Properties=species:S:1:pos:R:3:forces:R:3:mulliken_spin:R:1
I 0.275943 -2.880212 1.976989 -0.02 -1.91 0.96 1.25
I 0.279292 0.628440 -4.320113 -0.04 0.13 -0.52 1.18
Ir 0.546370 0.949450 -1.711453 -0.30 -4.00 0.84 0.24
Bi 0.471967 -0.400874 0.725061 -4.38 -2.17 -3.13 0.16
S 1.737154 -1.299459 -1.353451 -0.53 0.62 -0.57 0.25
S -1.157682 -0.860987 -1.137987 -0.73 0.74 -2.04 0.59
C 2.012705 0.245866 1.832165 9.14 3.88 6.66 0.06
C 3.545635 -1.297519 -1.319658 0.63 0.00 -0.06 -0.02
C -2.893111 -0.403965 -0.814759 -0.51 0.13 0.29 -0.01
C 3.885112 -1.152187 -2.797416 0.10 -0.11 -0.56 0.01
C 4.222692 -0.235001 -0.463496 0.45 -0.08 0.15 0.01
C 3.854249 -2.693527 -0.802270 0.05 -0.57 -0.11 0.01
C -3.491261 -0.595716 -2.200728 0.00 -0.41 -0.71 0.03
C -3.126539 1.011401 -0.310157 -0.08 0.58 -0.09 0.02
C -3.396329 -1.454549 0.168886 0.02 -0.57 0.09 -0.02
C 2.115050 1.971021 -1.748548 2.84 2.51 -0.89 0.05
C -0.502817 2.473061 -1.521961 -2.10 3.17 -1.03 0.01
O 2.854544 0.508251 2.557563 -2.80 -1.02 -2.12 -0.01
O 3.031182 2.639582 -1.853736 -1.66 -1.35 0.40 0.00
O -1.115043 3.429262 -1.544899 0.91 -1.41 0.45 0.01
H 3.575840 -0.179427 -3.204399 0.19 -0.12 0.14 0.00
H 3.399233 -1.936355 -3.394040 0.22 0.13 0.07 0.00
H 4.971686 -1.247622 -2.914206 -0.19 0.00 -0.06 0.01
H 3.598569 0.635400 -0.263975 0.04 0.14 -0.03 0.00
H 5.121740 0.116394 -0.998605 -0.31 -0.03 0.37 0.00
H 4.558795 -0.665229 0.492264 -0.11 0.20 -0.24 0.00
H 3.470563 -2.840173 0.218544 0.20 0.06 -0.13 0.00
H 4.941114 -2.831246 -0.787819 -0.15 -0.05 0.02 0.00
H 3.412485 -3.463350 -1.449191 0.22 0.10 0.15 0.00
H -4.558712 -0.359252 -2.159849 0.04 -0.02 -0.01 0.02
H -3.374764 -1.633028 -2.542889 -0.19 0.21 0.02 0.00
H -3.012043 0.064530 -2.938464 -0.27 -0.03 0.16 0.00
H -3.963949 0.996830 0.402269 0.22 0.08 -0.24 0.00
H -3.409688 1.675349 -1.143051 0.15 -0.15 0.36 0.00
H -2.259296 1.440166 0.203462 -0.18 -0.06 0.03 -0.01
H -4.474650 -1.303322 0.317135 0.26 -0.09 -0.05 0.00
H -2.897860 -1.386729 1.145494 -0.16 0.15 -0.15 0.02
H -3.238782 -2.471012 -0.220031 -0.17 0.21 0.10 0.00
C -2.884401 0.402002 4.073884 -0.20 0.24 0.21 0.00
N -2.049171 1.543181 3.619063 0.10 -0.33 -0.19 0.00
C -1.119037 1.470322 2.717662 0.04 -1.68 -0.75 0.02
N -0.346756 2.510843 2.315735 -0.47 -1.58 -0.05 -0.01
O -0.971764 0.259714 2.163830 0.11 1.94 1.00 0.13
H -2.629891 -0.519338 3.556298 0.09 0.29 -0.02 0.01
H -3.931547 0.645759 3.887874 0.11 -0.01 0.06 0.00
H -2.728669 0.267635 5.143306 -0.04 0.04 -0.03 0.00
H -2.208126 2.428463 4.047972 -0.29 0.66 0.52 0.00
H 0.367081 2.413011 1.598961 -0.52 0.37 0.50 -0.01
H -0.507109 3.384133 2.752738 0.24 1.16 0.23 0.00
```
Positions in Å, forces in eV/Å.

***

Entry 3:
Formula: C13H24BrNO4P
Source: the Open Molecules 2025 dataset
Level of theory: ωB97M-V with the def2-TZVPD basis set

Strongest force on any atom: 0.68 eV/A
Electronic energy: -3780.6720 hartree
LUMO level: -4.48 eV
Multiplicity: 1
HOMO energy: -12.58 eV
Charge: +1

```
44
Properties=species:S:1:pos:R:3:forces:R:3:nbo_charge:R:1
C 3.677177 -2.168407 1.144864 -0.15 -0.07 -0.07 -0.64
C 3.658629 -1.102329 0.053331 0.29 -0.46 0.13 -0.07
O 3.181292 0.133308 0.613353 -0.25 -0.09 -0.08 -0.83
P 3.022741 1.367423 -0.386077 0.48 0.32 -0.37 2.41
O 4.095996 1.504524 -1.374548 -0.27 0.01 0.20 -1.07
C 1.395718 1.202213 -1.193850 0.02 -0.27 -0.09 -0.83
C 0.522145 0.027021 -0.740267 -0.06 0.03 0.08 -0.41
C -0.970098 0.318828 -0.880805 0.01 0.00 -0.22 -0.39
C -1.848482 -0.660487 -0.057282 0.03 -0.01 0.19 -0.29
C -1.420977 -2.143701 -0.087501 -0.38 0.17 -0.16 -0.40
C -1.851398 -2.534086 -1.496450 -0.10 0.09 0.19 -0.23
N -3.157853 -1.816280 -1.527188 0.07 0.10 0.25 -0.44
C -3.179748 -0.797861 -0.728290 -0.03 -0.19 -0.38 0.54
C -4.402798 0.032958 -0.541030 -0.17 -0.34 0.00 -0.63
C -4.230465 1.055593 0.561648 -0.32 -0.04 0.16 0.51
O -3.378599 1.868113 0.569147 0.40 0.36 -0.05 -0.47
Br -5.507969 0.900771 1.974234 -0.08 -0.01 0.04 0.06
O 2.902849 2.580495 0.620059 -0.20 -0.20 0.15 -0.80
C 2.146612 2.503000 1.842568 0.00 0.29 0.42 -0.07
C 0.708881 2.953003 1.679092 0.02 -0.13 -0.29 -0.63
H 3.001117 -2.991371 0.914488 -0.02 -0.02 -0.02 0.20
H 3.356930 -1.745547 2.094141 0.08 0.08 0.05 0.23
H 4.669870 -2.591522 1.268273 0.06 0.02 0.07 0.23
H 3.020772 -1.419814 -0.773529 -0.11 0.14 -0.06 0.16
H 4.652548 -0.944648 -0.358060 0.01 0.15 -0.01 0.21
H 1.648031 1.101999 -2.248202 -0.09 0.05 -0.10 0.26
H 0.865604 2.147270 -1.086004 0.05 0.10 0.08 0.25
H 0.776502 -0.846320 -1.342226 0.04 -0.12 0.07 0.21
H 0.734649 -0.242199 0.296647 0.04 0.09 0.07 0.22
H -1.184887 1.328386 -0.537375 -0.07 0.02 0.02 0.25
H -1.264460 0.289993 -1.933730 0.10 0.04 -0.09 0.20
H -1.954856 -0.240667 0.939897 0.01 -0.20 0.15 0.26
H -0.403446 -2.379404 0.196543 0.14 0.16 -0.15 0.26
H -2.112990 -2.667837 0.572378 0.27 -0.19 0.29 0.22
H -1.979256 -3.599246 -1.653800 -0.12 -0.01 -0.08 0.24
H -1.226289 -2.098830 -2.274479 0.11 -0.14 -0.07 0.23
H -3.947527 -2.127794 -2.077919 -0.01 0.12 -0.13 0.44
H -5.236233 -0.630834 -0.308433 -0.02 -0.04 -0.06 0.29
H -4.666738 0.553817 -1.464720 0.12 0.11 -0.05 0.30
H 2.204391 1.504622 2.270666 0.07 -0.12 -0.10 0.19
H 2.650307 3.169413 2.539300 0.11 0.06 -0.09 0.20
H 0.289529 3.201920 2.651084 -0.03 0.05 0.05 0.23
H 0.662098 3.827229 1.031788 -0.03 0.12 0.08 0.23
H 0.080679 2.177287 1.238264 -0.02 -0.05 -0.02 0.18
```
Positions in Å, forces in eV/Å.

***

Entry 4:
Formula: C13H24CdF3I2O3P
Source: the Open Molecules 2025 dataset
Level of theory: ωB97M-V with the def2-TZVPD basis set

Strongest force on any atom: 4.22 eV/A
Energy relative to the best compared isomer or geometry (same formula, charge and spin): 0.000 eV
Electronic energy: -2138.8358 hartree
LUMO level: -8.58 eV
Multiplicity: 1
HOMO energy: -13.33 eV
Charge: +2

```
47
Properties=species:S:1:pos:R:3:forces:R:3:nbo_charge:R:1
C 0.264178 2.256870 2.328066 0.36 -0.13 -0.05 -0.61
C -0.312910 1.088106 3.137319 -0.04 0.59 0.39 -0.22
C -0.484499 1.466113 4.616786 -0.06 -0.28 0.00 -0.60
C -1.661500 0.619422 2.615803 0.32 -0.83 0.00 -0.41
C -1.694802 0.214192 1.144971 -0.50 0.25 0.35 0.02
O -0.434266 -0.355191 0.764454 -0.17 0.30 -0.27 -0.52
C -0.366217 -0.773316 -0.552493 0.58 0.08 -0.57 -0.15
C -0.215710 0.281876 -1.659018 -0.46 0.20 0.20 0.04
C 0.173874 -0.423047 -2.974267 -0.33 -0.23 -0.20 -0.50
C 1.607962 -0.313255 -3.412462 -0.68 1.53 -0.96 -0.17
C 1.864381 -0.584164 -4.876388 0.20 -1.00 0.28 -0.67
I 2.600637 -1.837929 -2.241834 2.42 -0.20 -1.54 0.68
O 0.671510 1.262848 -1.211597 0.67 -0.50 -0.13 -0.55
C 0.278853 2.588052 -1.386713 -0.03 0.39 -0.03 -0.19
I 0.178715 3.191571 -3.441873 0.03 -0.03 -0.13 0.10
P 1.163072 -1.867980 -0.460996 -2.40 0.46 3.45 1.50
C 0.696236 -3.563024 -0.355257 0.06 -0.44 -0.13 -1.03
O 1.863942 -1.413821 0.958595 -0.36 -0.31 -3.18 -0.96
C -2.800550 -0.808453 0.873272 -0.71 -0.47 0.41 0.95
F -2.351086 -2.079381 1.100863 -0.32 0.64 -0.09 -0.33
F -3.185048 -0.764114 -0.432577 0.00 -0.06 0.34 -0.33
F -3.887517 -0.602452 1.627987 0.74 -0.13 -0.60 -0.28
H 1.306816 2.090257 2.057150 0.08 -0.05 0.02 0.21
H 0.242266 3.180679 2.898693 -0.13 0.12 -0.03 0.23
H -0.270378 2.416098 1.393978 -0.11 0.10 -0.07 0.18
H 0.378607 0.251928 3.128546 0.08 -0.24 -0.30 0.19
H -0.788665 2.501925 4.724696 -0.03 0.15 0.06 0.22
H 0.428243 1.297034 5.183912 0.13 0.21 -0.03 0.22
H -1.249752 0.852604 5.088083 -0.07 -0.09 0.07 0.22
H -1.933459 -0.265086 3.192644 -0.19 0.06 0.17 0.23
H -2.411918 1.385196 2.790068 -0.19 0.04 -0.06 0.24
H -1.944146 1.086411 0.540449 0.25 0.05 -0.30 0.21
H -1.218867 -1.391535 -0.842372 0.30 -0.48 -0.09 0.26
H -1.188526 0.732726 -1.867299 -0.18 -0.02 0.33 0.24
H -0.460722 -0.038538 -3.771486 0.18 0.13 -0.16 0.30
H -0.050086 -1.493867 -2.925523 -0.51 0.02 -0.03 0.21
H 2.049424 0.637366 -3.127876 0.24 -0.08 0.42 0.27
H 1.257087 0.107076 -5.453686 0.03 0.28 -0.01 0.29
H 1.563091 -1.594012 -5.154546 -0.15 -0.03 -0.10 0.23
H 2.914420 -0.478612 -5.128259 0.09 0.23 -0.13 0.25
H -0.705094 2.780508 -0.968436 -0.11 -0.02 0.02 0.20
H 1.022420 3.217469 -0.915605 0.05 -0.01 0.04 0.24
H 0.156107 -3.723702 0.577713 -0.07 0.03 0.07 0.32
H 1.580367 -4.198004 -0.389151 0.04 -0.14 0.14 0.29
H 0.065078 -3.808824 -1.209422 -0.13 -0.06 -0.02 0.29
H 2.813612 -1.500858 0.781205 0.64 0.15 0.70 0.53
Cd 2.474818 -1.627162 3.233886 0.44 -0.15 1.76 0.16
```
Positions in Å, forces in eV/Å.